Entry 1:
Density functional theory data (ωB97M-V/def2-TZVPD) for an isolated ion of composition C4H9NOS and charge +1 at a distorted geometry.

Geometry (Å):
C -1.19170 -0.66235 1.94666
N -0.76429 0.24687 0.87116
C 0.16684 -0.26201 -0.11541
C -0.29452 0.24370 -1.49955
S 0.79625 -0.31019 -2.87594
C 1.52547 0.36092 0.16686
O 1.68653 1.47862 0.55138
H -0.34673 -1.25822 2.29794
H -1.66293 -0.13299 2.76794
H -1.92775 -1.30906 1.47057
H -0.33589 1.15598 1.11221
H 0.26615 -1.34835 -0.14061
H -1.27931 -0.19357 -1.66123
H -0.36831 1.32627 -1.53719
H 1.38791 0.87590 -3.03765
H 2.34228 -0.21152 -0.31713

Forces on atoms 1 to 2 (eV/Å):
C -0.8 0.6 -0.8
N 2.9 -0.9 0.7

The value obtained for the largest force on an atom is 3.1 eV/A. Its net charge is +1. The orbital gap (alpha / beta) is 9.66 / 5.24 eV. The spin multiplicity is 2. As for the expectation value of S²: 0.755.

Here are the natural (NBO) charges for atoms 1 to 8, given in e: C -0.4567; N -0.1746; C -0.2064; C -0.5147; S 0.0644; C 0.4284; O -0.4400; H 0.2571


Entry 2:
Density functional theory data (ωB97M-V/def2-TZVPD) for C5H12O as an isolated structure at a distorted geometry.

Geometry (Å):
C -0.67822 1.25595 -0.35296
C -2.08983 0.78220 -0.62444
C 0.56560 0.09266 -1.14108
O 0.19160 -0.38152 -2.19840
H 1.50773 0.61806 -0.95124
H -0.39995 2.10141 -0.97846
H -0.47860 1.53759 0.68546
H -2.14640 0.37784 -1.63746
H -2.39284 -0.00538 0.06931
H -2.81000 1.59769 -0.53247
C 0.73330 -1.27545 0.34659
C 1.57716 -0.80523 1.51523
H 1.04175 -0.08512 2.13813
H 1.25293 -1.96637 -0.31196
H -0.20717 -1.74840 0.64012
H -0.03046 -0.12683 0.00611
H 2.49764 -0.32781 1.17064
H 1.86574 -1.64132 2.15688

Forces on atoms 1 to 2 (eV/Å):
C 0.6 -0.2 -0.7
C 0.1 -0.1 0.0

The value obtained for the largest force on an atom is 1.9 eV/A. The orbital gap is 9.28 eV. The spin multiplicity is 1.

Here are the natural (NBO) charges for atoms 1 to 8, given in e: C -0.5193; C -0.6382; C 0.2880; O -0.6620; H 0.1522; H 0.2274; H 0.2047; H 0.2386


Entry 3:
Density functional theory data (ωB97M-V/def2-TZVPD) for C30H59BCl36F6NO8P2 as an isolated structure at a distorted geometry.

Geometry (Å):
C 2.29070 1.57766 0.15673
C 1.13776 1.43190 -0.85605
C 1.60541 0.68488 -2.11803
F 1.50982 1.45059 -3.27225
C 0.98442 -0.67533 -2.26416
O 1.39787 -1.50519 -1.24085
P 0.10999 -2.33029 -0.47518
C 0.31489 -3.80956 -1.66723
C 1.77131 -4.15166 -1.74369
N 2.25788 -4.82120 -2.69619
O 0.06183 -1.08839 0.73943
B 0.70017 -1.35553 1.89244
O -0.03402 -1.57590 3.01071
O 2.07728 -1.36819 2.04845
P -1.67020 -3.37252 0.42553
O -2.49408 -2.51774 1.32786
O -1.11337 -4.61483 1.28139
O -2.59073 -3.94399 -0.79769
O -1.06149 -1.48042 -1.37396
C -0.53552 -0.86631 -2.51420
C -1.36394 0.23315 -3.14546
C -2.12780 1.11033 -2.13637
C -3.39107 0.42127 -1.65876
C -4.13918 1.10075 -0.52135
F -5.33238 1.56203 -0.93565
F -4.43216 0.15302 0.39903
C -3.37710 2.17562 0.25837
F -2.29443 1.71795 0.81152
F -4.17712 2.56031 1.27835
F -3.15054 3.26500 -0.44487
H 1.85829 1.69148 1.13361
H 2.88023 2.42949 -0.13097
H 2.88017 0.67228 0.10940
H 0.76786 2.40440 -1.17028
H 0.33656 0.85723 -0.40734
H 2.67043 0.51232 -1.98777
H 1.45808 -1.10826 -3.15468
H 0.94192 -3.10187 0.41974
H 0.01917 -3.61952 -2.69459
H -0.15955 -4.71756 -1.31121
H 2.42615 -3.84029 -0.93238
H 3.25513 -4.91874 -2.51568
H -0.95461 -1.34725 2.82690
H 2.49601 -2.02397 1.48214
H -1.88276 -5.04358 1.68494
H -3.02670 -3.15128 -1.13405
H -0.54489 -1.63873 -3.29109
H -2.13650 -0.26554 -3.72890
H -0.81344 0.85040 -3.84138
H -1.42108 1.34686 -1.35405
H -2.38940 2.00691 -2.67746
H -3.24789 -0.61611 -1.40322
H -4.07489 0.41262 -2.50299
C -6.88730 0.32438 2.22893
Cl -6.75197 -1.43378 2.18957
Cl -8.54811 0.84831 2.57400
H -6.23496 0.70666 3.00406
H -6.59191 0.71787 1.26610
C -5.63591 -4.87166 1.92861
Cl -4.26877 -4.05936 1.12803
Cl -5.10662 -5.75527 3.37689
H -6.36175 -4.12483 2.22667
H -6.09637 -5.57946 1.24716
C -12.08471 -1.04139 2.31428
Cl -12.49841 -2.75689 2.38379
Cl -13.07582 -0.08492 3.42789
H -11.04238 -0.92068 2.58569
H -12.25346 -0.68202 1.30632
C 6.09462 2.19017 -0.48100
Cl 5.75098 0.45175 -0.46599
Cl 5.09623 3.07675 0.67205
H 7.13371 2.33691 -0.21569
H 5.90439 2.57258 -1.47561
C 4.36294 0.78588 3.95488
Cl 3.31549 2.15242 3.55434
Cl 5.99872 1.36239 4.33153
H 3.95572 0.27050 4.81295
H 4.41637 0.11267 3.10887
C 2.34343 -8.11960 -2.22521
Cl 4.04691 -7.82462 -1.83942
Cl 1.60605 -9.25792 -1.08656
H 1.80905 -7.17732 -2.18030
H 2.28175 -8.53474 -3.22365
C -14.87011 2.92201 4.96970
Cl -14.69027 4.64263 4.58527
Cl -16.26515 2.62959 6.01182
H -15.00292 2.37165 4.04567
H -13.97596 2.58543 5.48015
C 3.48457 2.40259 7.61974
Cl 2.50904 1.12028 6.90077
Cl 4.27968 1.87113 9.10840
H 4.24448 2.69982 6.90566
H 2.83871 3.24073 7.85032
C -12.42281 4.25416 1.60340
Cl -11.92082 2.60158 1.23360
Cl -13.14877 5.05230 0.20258
H -13.15335 4.21179 2.40052
H -11.55471 4.82115 1.91663
C 1.93387 -10.79177 -5.22839
Cl 2.16131 -9.07931 -5.61149
Cl 0.56410 -11.03722 -4.14333
H 1.75325 -11.33236 -6.14933
H 2.83149 -11.16241 -4.74779
C 6.49783 5.78440 -2.58823
Cl 5.56838 4.55145 -3.45456
Cl 7.21146 5.15123 -1.10452
H 7.29600 6.13520 -3.23285
H 5.83520 6.60264 -2.33333
C -1.37695 4.52383 -5.09361
Cl -2.36020 3.29955 -5.90657
Cl -0.71593 3.91783 -3.57312
H -0.55576 4.80012 -5.74360
H -1.99742 5.38700 -4.88566
C 10.20888 7.13000 0.92407
Cl 10.79950 5.54208 0.42378
Cl 9.44629 7.99383 -0.41838
H 9.47762 6.99658 1.71305
H 11.04594 7.71593 1.28294
C 0.78313 5.59482 -0.50320
Cl 2.16673 6.48806 -1.15574
Cl 1.24543 4.56808 0.85240
H 0.03892 6.30601 -0.16568
H 0.37501 4.97143 -1.28691
C 10.35342 3.29392 -3.14666
Cl 10.43920 5.03298 -3.47333
Cl 8.99947 2.89969 -2.08794
H 10.22494 2.77028 -4.08600
H 11.27439 2.98381 -2.66805
C 0.16948 -6.67857 -8.22729
Cl 0.41443 -4.97383 -8.62584
Cl -1.20867 -6.91093 -7.14894
H -0.01069 -7.22652 -9.14409
H 1.05984 -7.05273 -7.73650
C 3.72427 -2.76622 5.91904
Cl 5.38237 -2.15898 6.10790
Cl 3.30669 -3.90148 7.20942
H 3.03889 -1.93218 5.95561
H 3.64141 -3.26915 4.96935
C 8.70159 3.68584 4.07122
Cl 7.45686 4.59926 3.21771
Cl 10.33122 4.20138 3.60877
H 8.57784 3.84029 5.13609
H 8.58696 2.63580 3.82968

Forces on atoms 1 to 2 (eV/Å):
C -1.2 -0.3 -1.1
C 0.4 -0.3 -0.4

The value obtained for the largest force on an atom is 3.5 eV/A. Its net charge is -1. The orbital gap is 7.50 eV. The spin multiplicity is 1.

Here are the Mulliken charges for atoms 1 to 8, given in e: C -1.5241; C 2.2438; C -0.6683; F -0.4627; C 0.2049; O -0.2669; P -0.1947; C -0.8440


Entry 4:
Density functional theory data (ωB97M-V/def2-TZVPD) for a 2-piece molecular cluster, C4H10O2 overall at a distorted geometry.

Geometry (Å):
C -1.30047 -0.23781 -0.62587
C 0.14531 -0.64893 -0.58809
C 0.77415 -0.98342 0.53085
C 2.22304 -1.34044 0.58095
O 2.94324 -0.28425 1.23296
H -1.81934 -0.52316 -1.53775
H -1.83396 -0.60032 0.25034
H -1.45319 0.85565 -0.60904
H 0.56514 -0.82518 -1.57647
H 0.22882 -0.87366 1.46446
H 2.57355 -1.52399 -0.43716
H 2.37869 -2.25879 1.14228
H 3.78425 -0.14911 0.78810
O -2.84807 3.01198 0.09261
H -2.73026 3.80344 -0.44162
H -3.63091 2.57798 -0.26653

Forces on atoms 1 to 2 (eV/Å):
C -0.3 0.9 0.2
C -0.9 -0.6 -0.3

The value obtained for the largest force on an atom is 1.1 eV/A. The SMILES is C/C=C/CO.O. The orbital gap is 10.22 eV. The spin multiplicity is 1.

Here are the natural (NBO) charges for atoms 1 to 8, given in e: C -0.6602; C -0.1554; C -0.2119; C -0.0943; O -0.7258; H 0.2088; H 0.2125; H 0.2374


Number 1: E_tot -18657.132 eV. Number 2: E_tot -7422.991 eV. Number 3: E_tot -536311.858 eV. Number 4: E_tot -8404.023 eV.